# 1
ORCA calculation (ωB97M-V/def2-TZVPD) on a molecular structure, C56H41AsClIN2OPPt.

HOMO energy (spin up / spin down): -14.96 / -15.23 eV
LUMO level (spin up / spin down): -8.00 / -10.45 eV
Total charge: +3
Energy above the lowest of the compared OMol25 structures with the same formula, charge and spin: 0.931 eV
Kohn-Sham gap (spin up / spin down): 6.951 / 4.778 eV
Multiplicity: 5

Each line ends with the Löwdin charge.
Positions of all 105 atoms, in Å:
1 Pt -0.4204 -0.0221 0.6257  0.76
2 I -1.6397 -2.5716 -0.2766  1.31
3 As -1.3872 1.0536 -1.4501  1.27
4 Cl -6.9167 2.6299 3.0977  0.87
5 P 1.4328 -1.6498 0.8279  0.98
6 O -2.5125 -0.7978 1.8059  -0.19
7 N 1.2506 1.6669 0.5968  0.01
8 N -0.7936 1.3536 2.3202  0.00
9 C -5.9999 1.4096 -2.2207  -0.04
10 C 2.7202 -3.9703 0.7159  -0.06
11 C 4.4452 -0.6042 -1.5998  -0.04
12 C 1.6044 -5.0574 -1.5831  -0.14
13 C -0.0836 -5.1328 -3.3226  -0.03
14 C 3.0354 -1.0010 0.3147  -0.37
15 C 3.3090 2.6972 -0.0496  0.00
16 C 5.3453 -0.4131 0.6246  -0.04
17 C -5.5321 0.4386 -1.3456  -0.06
18 C 0.2135 5.4262 -1.9782  -0.04
19 C 2.1418 1.9639 -0.3211  -0.12
20 C 1.4391 2.1302 1.8664  -0.19
21 C -0.2707 4.9930 -0.7477  -0.05
22 C -4.3090 2.1266 2.8087  -0.01
23 C -1.7961 -0.8139 -3.5973  -0.11
24 C -0.7125 3.6888 -0.6013  -0.13
25 C -5.1121 2.2955 -2.8211  -0.04
26 C -3.7524 2.2203 -2.5483  -0.07
27 C 1.0740 -5.6018 -2.7831  0.01
28 C 0.4051 1.9538 2.8031  -0.23
29 C -3.4679 -0.0432 2.0755  -0.36
30 C -0.6688 2.8166 -1.6857  -0.41
31 C 1.5995 -3.3691 0.1833  -0.30
32 C -3.2424 1.3349 2.4902  -0.10
33 C -5.8736 0.2818 2.3324  -0.05
34 C 0.4543 0.0397 -3.4423  -0.13
35 C 3.2108 -0.9367 -1.0689  -0.11
36 C 2.6044 2.8163 2.2439  -0.13
37 C -4.1739 0.3519 -1.0714  -0.14
38 C 0.4838 -2.8500 3.1035  -0.08
39 C 0.9536 -3.9686 -0.9388  -0.22
40 C -5.6259 1.6265 2.7148  -0.62
41 C 2.7618 3.2231 3.5928  0.01
42 C 0.5733 2.3551 4.0993  0.01
43 C -0.1966 3.2492 -2.9211  -0.09
44 C -0.8563 0.0009 -2.9726  -0.39
45 C -1.4220 -1.5762 -4.6972  -0.06
46 C 1.7723 2.9821 4.5026  -0.02
47 C -4.8335 -0.5319 2.0381  0.04
48 C -3.2923 1.2412 -1.6719  -0.37
49 C -0.8147 -4.1474 -2.6270  -0.14
50 C 0.8235 -0.7264 -4.5390  -0.05
51 C 1.8440 -0.8807 3.5048  -0.10
52 C -1.9044 1.8637 2.7029  -0.04
53 C 2.7654 -5.6208 -1.0079  0.02
54 C -0.1157 -1.5344 -5.1664  -0.04
55 C 4.1084 -0.7506 1.1642  -0.07
56 C -0.3063 -3.6140 -1.4810  -0.58
57 C 1.7031 -1.0726 4.8687  -0.04
58 C 0.2453 4.5600 -3.0616  -0.04
59 C 3.2823 -5.1268 0.1531  -0.02
60 C 1.2636 -1.7908 2.6097  -0.37
61 C 3.5553 3.0897 1.2324  0.04
62 C 5.5149 -0.3359 -0.7505  -0.04
63 C 0.9544 -2.1406 5.3502  -0.02
64 C 0.3343 -3.0203 4.4670  -0.03
65 H -6.8948 -0.0766 2.2931  0.13
66 H 1.1815 0.6880 -2.9764  0.08
67 H 1.6063 -6.4203 -3.2552  0.13
68 H -6.2225 -0.2587 -0.8873  0.12
69 H 1.8380 -0.6793 -4.9181  0.12
70 H -1.7966 -3.8569 -2.9810  0.10
71 H 6.1843 -0.2322 1.2856  0.12
72 H 4.1496 -5.5807 0.6139  0.13
73 H -4.1556 3.1464 3.1479  0.14
74 H 0.5578 6.4464 -2.0932  0.12
75 H 2.3883 -1.1882 -1.7296  0.10
76 H -3.0737 2.9239 -3.0108  0.11
77 H -0.3063 5.6776 0.0914  0.12
78 H -4.9865 -1.5688 1.7671  0.14
79 H -0.2537 -3.8472 4.8448  0.12
80 H 6.4868 -0.0936 -1.1626  0.12
81 H 4.5831 -0.5708 -2.6745  0.12
82 H 3.2302 -6.4674 -1.5006  0.14
83 H -0.4810 -5.5523 -4.2376  0.13
84 H 2.4141 -0.0365 3.1438  0.09
85 H 0.8557 -2.2902 6.4185  0.13
86 H -2.8203 -0.8399 -3.2490  0.10
87 H 0.0207 -3.5513 2.4194  0.10
88 H 2.1853 -0.3924 5.5599  0.12
89 H 1.9340 1.6316 -1.3264  0.10
90 H 0.6010 4.9043 -4.0248  0.12
91 H 4.4604 3.6310 1.4868  0.14
92 H 3.2192 -3.5253 1.5697  0.12
93 H -1.8495 2.7887 3.2803  0.15
94 H -3.8069 -0.4254 -0.4132  0.04
95 H -1.0939 3.3519 0.3537  0.08
96 H -0.1816 2.5822 -3.7711  0.10
97 H -0.2099 2.1687 4.8269  0.13
98 H 3.6719 3.7322 3.8874  0.13
99 H -2.1604 -2.1898 -5.2003  0.12
100 H -7.0582 1.4757 -2.4405  0.12
101 H 4.0121 -0.8525 2.2369  0.10
102 H -5.4746 3.0487 -3.5091  0.12
103 H 3.9953 2.9241 -0.8547  0.13
104 H 1.8908 3.2855 5.5352  0.13
105 H 0.1675 -2.1187 -6.0339  0.12

# 2
ORCA calculation (ωB97M-V/def2-TZVPD) on a molecular structure, C22H27Br2Cl24F3GaNO3PS at a distorted geometry.

HOMO energy: -4.92 eV
LUMO level: 1.60 eV
Total charge: -1
Kohn-Sham gap: 6.520 eV

Each line ends with the Löwdin charge.
Positions of all 85 atoms, in Å:
1 Br 1.2750 -3.1954 5.2711  0.81
2 Br -0.7692 -0.5217 4.7425  0.80
3 Ga -1.5942 -1.9856 0.2545  0.34
4 Cl 6.6601 0.2254 2.5443  0.51
5 Cl 0.9604 -4.4185 -4.8445  0.54
6 Cl -0.4234 6.2626 -6.1161  0.53
7 Cl 2.6314 -1.8237 8.9583  0.53
8 Cl -2.8569 5.6669 -7.5875  0.53
9 Cl 4.6837 2.3333 2.2334  0.52
10 Cl 5.3790 -0.8812 8.8448  0.52
11 Cl 1.3931 10.2425 -7.0458  0.52
12 Cl -3.0039 6.4547 -4.7941  0.54
13 Cl 2.3507 8.8388 -4.6892  0.53
14 Cl 1.8565 -4.2989 -7.6051  0.51
15 Cl 3.1818 1.0166 8.6837  0.52
16 Cl -5.2044 -5.9685 -3.5980  0.50
17 Cl -0.0146 3.0908 6.2388  0.51
18 Cl -3.0310 -5.3730 -1.7243  0.60
19 Cl 4.3911 -0.1484 0.7634  0.55
20 Cl -2.4169 -6.2700 -4.3922  0.49
21 Cl 3.5121 -6.2013 5.1140  0.49
22 Cl 0.8339 4.0470 3.6323  0.53
23 Cl 1.0184 -7.5642 5.7085  0.50
24 Cl -0.0824 -6.3106 -6.8069  0.49
25 Cl 2.6940 4.0463 5.8693  0.51
26 Cl 1.4402 -6.4117 3.0776  0.56
27 Cl -0.4728 9.4396 -4.9706  0.53
28 S 1.4840 -2.2605 -1.5869  -0.08
29 P -0.5024 -2.2410 -1.8620  0.24
30 F 1.3255 0.3496 3.2417  -0.01
31 F 2.9289 -1.8575 3.6247  0.05
32 F 2.3344 -0.7400 5.4017  -0.01
33 O -1.6518 -3.7259 1.1199  -0.20
34 O -2.5743 0.6756 -0.7033  -0.16
35 O -0.6308 -5.5515 0.7809  -0.06
36 N -1.2797 -4.6879 0.2805  -0.29
37 C -1.9209 1.8930 -0.3918  -0.17
38 C -0.3806 -0.8224 1.3531  -0.23
39 C 3.7230 -0.6149 8.2887  -1.56
40 C 2.2061 -7.1924 4.4499  -1.56
41 C -1.4824 3.2638 -2.4869  -0.04
42 C -1.0882 2.2651 -1.5908  -0.18
43 C 0.8706 1.8253 -2.9498  -0.07
44 C 0.4630 2.8175 -3.8476  -0.09
45 C -4.8324 0.8560 0.2092  -0.04
46 C 1.8861 -1.5743 4.4211  -0.92
47 C 1.1682 9.9849 -5.3136  -1.55
48 C -3.4447 0.1842 0.3198  -0.48
49 C 1.3286 3.2204 5.1075  -1.56
50 C -2.1287 6.6480 -6.3151  -1.57
51 C 4.9528 0.5886 2.2508  -1.57
52 C -3.5661 -6.3856 -3.0545  -1.53
53 C 1.3122 -5.3479 -6.2892  -1.55
54 C 0.7909 -0.8516 3.6144  -0.82
55 C 0.0945 1.5489 -1.8247  -0.04
56 C 0.3492 -1.6750 2.4024  -0.28
57 C -0.7033 3.5462 -3.6104  -0.10
58 C -3.4881 -1.3152 0.0487  -0.19
59 H -1.0174 4.3167 -4.3001  0.02
60 H -4.2299 -1.8247 0.6612  0.06
61 H -3.0303 0.3782 1.3134  0.12
62 H -0.9158 -0.0018 1.8285  0.03
63 H -0.8640 -1.2171 -2.7608  -0.08
64 H 3.7096 -0.7174 7.2125  -0.02
65 H 2.6380 -8.1254 4.1153  0.01
66 H 2.1157 -6.0344 -6.0605  0.01
67 H -0.3324 -2.4289 2.7871  0.07
68 H 0.3776 -0.3823 0.7051  0.03
69 H 1.7673 1.2453 -3.1190  0.10
70 H 1.3176 10.9312 -4.8123  0.01
71 H 1.6420 2.2192 4.8402  -0.02
72 H -3.5845 -7.4127 -2.7167  0.01
73 H -5.6100 0.1001 0.1448  0.07
74 H 0.4186 0.7706 -1.1453  0.08
75 H 1.2200 -2.1487 1.9512  0.12
76 H 4.3822 0.1730 3.0705  -0.02
77 H -1.2448 1.7316 0.4528  0.12
78 H -2.2017 7.6865 -6.6098  -0.01
79 H -2.4010 3.8000 -2.2834  0.10
80 H -5.0392 1.5668 1.0083  0.07
81 H 1.0682 3.0041 -4.7253  0.09
82 H -4.8526 1.4165 -0.7276  0.08
83 H -2.6432 2.6812 -0.1556  0.12
84 H -3.7523 -1.4110 -1.0080  0.06
85 H -0.8729 -3.4323 -2.5169  -0.13

no.,DFT total energy (eV)
1,-157737.2080
2,-552160.9185